[1]
Molecular formula: C21H35N4O2PtS3
Method: DFT, ωB97M-V/def2-TZVPD

Geometry as XYZ:
```
66
Properties=species:S:1:pos:R:3:mulliken_charge:R:1
Pt -0.075 -0.262 -1.149 1.45
C 5.688 -2.242 -1.397 -1.05
C 5.158 -0.848 -1.065 -0.75
N 4.345 -0.819 0.132 0.11
C 5.045 -0.876 1.405 -0.71
C 5.106 -2.259 2.036 -1.08
C 3.012 -0.741 0.125 0.78
S 2.241 -0.350 -1.416 -0.62
N 2.410 -0.830 1.281 -0.26
C 1.121 -1.009 1.549 0.25
O 0.224 -1.366 0.747 -0.93
C 0.756 -0.873 2.974 0.61
C 1.732 -0.790 3.965 -0.10
C 1.351 -0.685 5.288 -0.69
C 0.008 -0.656 5.629 -0.40
C -0.965 -0.753 4.646 -0.67
C -0.596 -0.868 3.321 -0.58
H 6.202 -2.198 -2.353 0.41
H 4.869 -2.952 -1.477 0.27
H 6.392 -2.594 -0.648 0.29
H 4.565 -0.488 -1.906 0.38
H 6.003 -0.169 -0.920 0.36
H 4.536 -0.191 2.089 0.40
H 6.059 -0.514 1.227 0.42
H 4.107 -2.653 2.196 0.26
H 5.608 -2.183 2.996 0.35
H 5.659 -2.949 1.410 0.37
H 2.772 -0.817 3.681 0.27
H 2.100 -0.626 6.064 0.42
H -0.283 -0.551 6.662 0.40
H -2.008 -0.737 4.924 0.40
H -1.338 -0.958 2.540 0.52
O -1.177 1.737 -1.795 -1.01
S -1.350 3.233 -1.768 0.22
C -0.399 3.815 -0.310 -0.49
C 0.339 5.040 -0.807 -0.68
C 0.973 4.616 -2.130 -0.57
C -0.111 3.918 -2.946 -0.64
H 0.277 2.998 -0.049 0.18
H -1.078 4.013 0.517 0.43
H 1.086 5.375 -0.089 0.35
H -0.364 5.862 -0.962 0.31
H 1.795 3.928 -1.924 0.27
H 1.384 5.469 -2.665 0.34
H 0.258 3.083 -3.536 0.37
H -0.642 4.607 -3.602 0.39
C -5.682 1.218 -1.053 -0.92
C -4.737 1.118 -2.250 -0.71
N -3.545 0.340 -1.976 0.51
C -3.438 -0.987 -1.995 0.81
S -1.917 -1.733 -1.770 -0.50
N -4.516 -1.742 -2.208 -0.15
C -4.575 -3.187 -2.139 -0.71
C -4.921 -3.655 -0.730 -0.96
H -6.536 1.831 -1.325 0.36
H -5.177 1.681 -0.210 0.28
H -6.050 0.245 -0.735 0.30
H -4.400 2.121 -2.511 0.26
H -5.261 0.708 -3.117 0.43
H -2.672 0.856 -1.845 -0.25
H -5.411 -1.278 -2.180 0.19
H -3.610 -3.588 -2.445 0.41
H -5.336 -3.516 -2.853 0.33
H -4.153 -3.335 -0.031 0.24
H -4.984 -4.737 -0.707 0.37
H -5.877 -3.246 -0.414 0.33
```

Summary:
HOMO level (spin up / spin down) = -0.3924 / -0.3941 Eh
charge = +1
energy above the lowest of the compared OMol25 structures with the same formula, charge and spin = 187.05 kJ/mol

[2]
Molecular formula: C21H35NO6
Method: DFT, ωB97M-V/def2-TZVPD

Geometry as XYZ:
```
63
Properties=species:S:1:pos:R:3:mulliken_charge:R:1
C -5.853 -2.354 -0.437 -0.44
C -4.474 -2.264 -0.523 -0.63
C -3.865 -1.032 -0.678 0.18
C -4.631 0.125 -0.739 0.59
C -3.959 1.462 -0.924 -1.13
N -2.719 1.542 -0.180 0.89
C -2.880 1.470 1.256 -1.50
C -1.695 0.751 1.904 0.52
O -1.933 -0.641 1.844 -0.25
C -0.837 -1.440 2.206 -0.89
C 0.189 -1.623 1.077 0.73
O 1.244 -2.411 1.593 -0.46
C 2.462 -2.322 0.893 -0.16
C 2.390 -2.903 -0.531 -0.18
O 3.653 -3.227 -1.070 -0.43
C 4.363 -2.193 -1.700 -0.58
C 5.165 -1.278 -0.760 -0.64
O 4.481 -0.053 -0.607 -0.17
C 5.199 0.906 0.139 -0.61
C 4.524 2.280 0.011 -0.50
O 3.486 2.491 0.937 -0.46
C 2.316 1.738 0.699 0.00
C 1.334 2.438 -0.248 -0.39
O 0.393 1.472 -0.662 -0.23
C -0.657 1.975 -1.461 -0.66
C -1.816 2.577 -0.643 -1.22
C -6.012 0.029 -0.648 -0.54
C -6.622 -1.205 -0.502 -0.56
H -6.329 -3.317 -0.316 0.38
H -3.870 -3.158 -0.466 0.39
H -2.792 -0.949 -0.726 0.11
H -4.662 2.272 -0.652 0.27
H -3.715 1.578 -1.985 0.46
H -3.774 0.884 1.474 0.47
H -2.995 2.469 1.711 0.39
H -1.592 1.060 2.958 0.44
H -0.775 1.010 1.369 -0.51
H -0.323 -1.032 3.088 0.34
H -1.248 -2.418 2.468 0.24
H -0.295 -2.122 0.226 0.17
H 0.562 -0.649 0.736 -0.33
H 3.168 -2.918 1.478 0.39
H 2.807 -1.280 0.858 -0.02
H 1.843 -3.849 -0.486 0.28
H 1.858 -2.210 -1.196 0.21
H 3.688 -1.558 -2.291 0.34
H 5.054 -2.705 -2.375 0.29
H 6.160 -1.082 -1.189 0.51
H 5.304 -1.773 0.211 0.35
H 5.247 0.616 1.199 0.26
H 6.227 0.976 -0.248 0.52
H 4.170 2.395 -1.021 0.25
H 5.258 3.059 0.230 0.40
H 1.844 1.586 1.673 0.22
H 2.564 0.768 0.261 0.00
H 0.853 3.284 0.261 0.22
H 1.873 2.833 -1.124 0.36
H -1.034 1.115 -2.019 0.35
H -0.263 2.719 -2.167 0.34
H -2.343 3.308 -1.271 0.47
H -1.399 3.119 0.211 0.44
H -6.616 0.925 -0.692 0.36
H -7.698 -1.268 -0.432 0.37
```

Summary:
HOMO level = -0.3076 Eh
SMILES = c1ccc(CN2CCOCCOCCOCCOCCOCCOCC2)cc1
energy above the lowest of the compared OMol25 structures with the same formula, charge and spin = 297.58 kJ/mol

[3]
Molecular formula: C21H36As3ErN2O2S2
Method: DFT, ωB97M-V/def2-TZVPD

Geometry as XYZ:
```
67
Properties=species:S:1:pos:R:3:mulliken_spin:R:1
Er -0.043 0.529 -1.341 3.04
C -2.353 -2.340 0.825 0.00
As -1.009 -0.900 0.773 -0.01
C -2.070 0.520 1.656 0.00
C 0.086 -1.615 2.290 0.00
C 1.389 -0.907 2.684 0.00
C 2.105 -1.764 3.737 0.00
C 2.360 -0.790 1.491 0.00
As 2.256 0.734 0.207 -0.01
C 3.833 0.125 -0.808 0.00
C 3.189 2.210 1.123 0.00
C 1.116 0.494 3.232 0.00
As 0.019 0.982 4.893 0.00
C 1.446 0.822 6.242 0.00
C -0.962 -0.641 5.481 0.00
H -2.814 -2.400 1.820 0.00
H -1.867 -3.292 0.576 0.00
H -3.133 -2.127 0.077 0.00
H -2.231 0.270 2.711 0.00
H -3.040 0.589 1.138 0.00
H -1.555 1.486 1.594 0.00
H 0.307 -2.654 2.002 0.00
H -0.592 -1.648 3.161 0.00
H 2.441 -2.717 3.303 0.00
H 1.441 -1.990 4.595 0.00
H 2.995 -1.228 4.127 0.00
H 2.288 -1.695 0.862 0.00
H 3.395 -0.746 1.872 0.00
H 4.600 -0.209 -0.093 0.00
H 4.257 0.943 -1.404 0.00
H 3.570 -0.714 -1.459 0.00
H 4.017 1.811 1.739 0.00
H 2.509 2.792 1.755 0.00
H 3.622 2.858 0.346 0.00
H 0.657 1.089 2.434 0.00
H 2.093 0.963 3.462 0.00
H 2.267 1.522 6.014 0.00
H 1.848 -0.201 6.300 0.00
H 1.022 1.086 7.225 0.00
H -1.841 -0.846 4.843 0.00
H -1.332 -0.394 6.495 0.00
H -0.329 -1.543 5.553 0.00
O 1.877 1.037 -3.035 0.00
C 1.458 1.116 -4.382 0.00
C 2.288 1.626 -5.362 0.00
C 1.789 1.786 -6.647 0.00
C 0.485 1.422 -6.944 0.00
C -0.334 0.877 -5.969 0.00
C 0.157 0.717 -4.674 0.00
C -0.632 0.262 -3.521 0.01
O -0.312 -0.799 -2.836 0.00
N -1.453 1.188 -3.021 -0.01
N -2.228 0.760 -1.896 0.00
C -3.366 0.230 -2.260 0.00
S -4.579 -0.203 -1.099 0.00
C -5.557 -1.196 -2.278 0.00
C -5.487 -0.522 -3.627 0.00
S -3.755 -0.039 -3.937 0.00
H 2.825 1.279 -3.029 0.00
H 3.316 1.928 -5.126 0.00
H 2.437 2.212 -7.421 0.00
H 0.091 1.572 -7.959 0.00
H -1.364 0.575 -6.196 0.00
H -6.587 -1.263 -1.892 0.00
H -5.125 -2.211 -2.306 0.00
H -6.115 0.386 -3.682 0.00
H -5.786 -1.202 -4.435 0.00
```

Summary:
HOMO level (spin up / spin down) = -0.4828 / -0.4828 Eh
multiplicity = 4
charge = +2
energy above the lowest of the compared OMol25 structures with the same formula, charge and spin = 0.00 kJ/mol

- Among the records above, which one has the lowest energy above the lowest of the compared OMol25 structures with the same formula, charge and spin?
  C21H36As3ErN2O2S2

- Number 2 is which compound?
  C21H35NO6